No. 1
Density functional theory data (ωB97M-V/def2-TZVPD) for 4 unconnected molecules or ions with the total composition C22H52B2NO11 in a non-equilibrium geometry.

Geometry as XYZ:
```
88
C22H52B2NO11 (ωB97M-V/def2-TZVPD)
C 1.34724 -2.17825 0.50477
C 0.34449 -0.88389 0.85013
C 0.57072 -0.56376 2.44123
C -1.17390 -1.40045 0.51312
C -2.22860 -0.15861 0.31132
C -3.34882 -0.31990 1.54287
B -4.67123 0.63504 1.35808
O -5.94088 0.15391 2.00922
O -4.74324 1.93459 0.66452
B -2.99851 -0.42075 -1.12940
O -2.97967 0.48043 -2.29988
O -3.83066 -1.66063 -1.25254
C -1.58726 1.33632 0.48569
C -0.01591 1.49255 0.07289
C 0.04571 2.27590 -1.40377
C 0.68316 2.56966 1.13919
N 0.75897 0.21369 -0.09887
O 0.79647 -0.22483 -1.36895
H 0.98588 -2.68693 -0.49220
H 2.45856 -1.82896 0.37420
H 1.21918 -3.01175 1.34910
H 0.24055 -1.54672 3.03027
H -0.12751 0.31736 2.82582
H 1.70926 -0.37022 2.63351
H -1.16781 -2.15224 -0.39600
H -1.52219 -2.04690 1.45197
H -2.86516 -0.10293 2.58700
H -3.72762 -1.44310 1.50355
H -5.81910 0.43410 2.98451
H -5.70063 2.21079 0.51112
H -2.58853 -0.07682 -3.05277
H -3.34583 -2.45559 -0.88287
H -2.20231 2.05125 -0.24658
H -1.84976 1.73858 1.57790
H -0.41653 3.35659 -1.20065
H 1.15292 2.46923 -1.74922
H -0.64066 1.78265 -2.21247
H 0.09162 2.55419 2.17585
H 0.66393 3.64281 0.67095
H 1.79109 2.29866 1.40298
C 2.78380 6.28326 -0.43625
O 2.22014 5.49442 -1.47835
C 1.02291 6.07068 -2.00983
C 1.29013 6.76816 -3.34685
O 2.11541 7.92411 -3.17475
C 3.46532 7.68208 -3.55484
H 3.78862 5.91162 -0.22810
H 2.85184 7.33788 -0.71632
H 2.17867 6.18164 0.47063
H 0.56841 6.76147 -1.29003
H 0.32043 5.24806 -2.17735
H 0.33660 7.11765 -3.75871
H 1.73375 6.07419 -4.07116
H 3.54096 7.63327 -4.64321
H 3.85224 6.75885 -3.11377
H 4.07663 8.51758 -3.19799
C -4.84281 -5.64766 1.22925
O -5.11664 -6.32944 2.44832
C -4.09734 -6.11832 3.43035
C -4.53918 -5.08903 4.47478
O -4.66140 -3.78447 3.90023
C -6.01738 -3.43239 3.64993
H -5.74304 -5.66976 0.61264
H -4.56180 -4.60514 1.40094
H -4.03879 -6.16192 0.69257
H -3.15473 -5.81874 2.95746
H -3.93335 -7.07795 3.93080
H -3.76914 -5.02257 5.25172
H -5.47594 -5.39438 4.95670
H -6.52095 -3.20379 4.59163
H -6.55370 -4.22866 3.12560
H -6.02796 -2.53659 3.02020
C 5.94438 -2.89381 -3.88356
O 5.67055 -3.57558 -2.66449
C 6.68985 -3.36446 -1.68247
C 6.24801 -2.33517 -0.63803
O 6.12579 -1.03061 -1.21258
C 4.76981 -0.67853 -1.46289
H 5.04415 -2.91590 -4.50018
H 6.22538 -1.85128 -3.71187
H 6.74839 -3.40807 -4.42024
H 7.63246 -3.06489 -2.15535
H 6.85384 -4.32410 -1.18201
H 7.01805 -2.26872 0.13891
H 5.31124 -2.64052 -0.15611
H 4.26624 -0.44993 -0.52118
H 4.23349 -1.47480 -1.98721
H 4.75923 0.21726 -2.09261
```

- Spin multiplicity: 2
- HOMO level (alpha / beta): -8.8 / -9.2 eV
- LUMO level (alpha / beta): 0.23 / -0.19 eV
- Gap between HOMO and LUMO (alpha / beta): 9.034 / 8.958 eV

---

No. 2
Density functional theory data (ωB97M-V/def2-TZVPD) for a molecular structure, C2H2NO2S in a non-equilibrium geometry.

Geometry as XYZ:
```
8
C2H2NO2S (ωB97M-V/def2-TZVPD)
C 0.11411 -0.75828 0.43936
C 0.91361 0.98149 0.75189
N 1.20325 -0.46724 0.91773
O -2.23536 -1.51923 -0.45856
O -0.47555 -0.53761 -2.06877
S -1.24930 -0.43529 -0.78154
H 1.21541 1.26186 -0.33157
H 0.51383 1.47428 1.53145
```

- Relative energy (zero: lowest compared OMol25 entry of this formula, charge and spin): 124.4 kcal per mole
- HOMO level (alpha / beta): -2.9 / -2.9 eV
- LUMO level (alpha / beta): 4.07 / 4.07 eV
- Gap between HOMO and LUMO (alpha / beta): 6.986 / 6.978 eV
- Total charge: -1

---

No. 3
Density functional theory data (ωB97M-V/def2-TZVPD) for 3 unconnected molecules or ions with the total composition C5H13N3 in a non-equilibrium geometry.

Geometry as XYZ:
```
21
C5H13N3 (ωB97M-V/def2-TZVPD)
C -0.93542 -1.67527 0.03376
C -1.31779 0.69854 0.48615
N -0.52287 -0.30225 -0.20287
C -1.07237 0.03902 -2.49931
C -0.96792 0.59925 -3.57669
H -1.00216 1.70180 0.20164
H -1.97700 -1.79917 -0.26809
H -0.80338 -1.92522 1.09452
H -0.32885 -2.34025 -0.58120
H -2.36683 0.58771 0.20578
H -1.24259 0.59943 1.57634
H -0.99321 1.04724 -4.54353
C 1.94971 0.86207 0.39588
N 1.22569 -0.34210 0.76954
N 1.09965 -0.41271 2.13216
H 0.03345 -0.10938 -1.29927
H 1.57516 -1.20900 2.53768
H 1.17950 0.45018 2.66328
H 1.43061 1.77709 0.72360
H 2.08058 0.88362 -0.68769
H 2.95605 0.86942 0.83833
```

- Relative energy (zero: lowest compared OMol25 entry of this formula, charge and spin): 195.8 kcal per mole
- HOMO level (alpha / beta): -7.8 / -7.9 eV
- LUMO level (alpha / beta): -0.08 / -0.03 eV
- Gap between HOMO and LUMO (alpha / beta): 7.691 / 7.832 eV

---

No. 4
Density functional theory data (ωB97M-V/def2-TZVPD) for C9H5BrN2O2S in the gas phase in a non-equilibrium geometry.

Geometry as XYZ:
```
20
C9H5BrN2O2S (ωB97M-V/def2-TZVPD)
C -3.46778 1.00034 -0.38368
C 1.91559 -0.75956 1.85347
C 1.51010 0.45844 2.29949
C 1.58850 -1.06287 0.56260
C 0.55717 1.18209 1.55491
C 0.83242 -0.28185 -0.25303
C 0.23045 0.84759 0.26691
C 0.51604 -0.84492 -1.61006
C -2.21811 0.95788 -1.06287
N -4.45493 1.18026 0.15293
N -1.84385 -0.13534 -1.72957
O -0.51943 -0.08648 -2.30155
O -2.41520 -1.22170 -1.83135
S -0.84546 2.03301 -0.60750
Br 1.99676 -0.48909 -2.90835
H 2.49547 -1.44153 2.37958
H 1.91916 0.62253 3.27102
H 1.98749 -2.11380 0.23136
H -0.02224 2.11310 1.94026
H 0.23785 -1.95811 -1.82459
```

- Relative energy (zero: lowest compared OMol25 entry of this formula, charge and spin): 22.4 kcal per mole
- HOMO level (alpha / beta): -9.5 / -9.5 eV
- LUMO level (alpha / beta): -0.92 / -0.92 eV
- Gap between HOMO and LUMO (alpha / beta): 8.613 / 8.612 eV

---

No. 5
Density functional theory data (ωB97M-V/def2-TZVPD) for a molecular structure, LiNO15S3Sr5 in a non-equilibrium geometry.

Geometry as XYZ:
```
25
LiNO15S3Sr5 (ωB97M-V/def2-TZVPD)
Sr -2.32230 5.23712 0.85013
Sr -2.63729 -0.50901 -1.40040
Sr 1.82952 3.13495 1.35156
Sr 0.87718 -1.37507 0.86729
Sr 0.61263 2.53071 -3.12375
Li -3.69658 0.64965 1.95055
N -2.61009 -2.14133 1.52529
O -1.71617 -1.60187 0.76874
O -2.46767 -3.18761 2.08456
O -3.65616 -1.39315 1.66423
S 0.41929 -2.37081 -2.32138
O -0.36682 -1.21531 -1.72895
O 0.47654 -2.17995 -3.75985
O 1.70373 -2.38097 -1.61473
O -0.23456 -3.63931 -2.00438
S -0.93472 1.51063 0.40078
O -1.06684 1.27516 -1.10996
O 0.23461 0.82708 0.91082
O -0.61990 2.97682 0.47481
O -2.18719 0.88214 0.87723
S 3.70320 0.51314 0.66327
O 2.91998 -0.42857 -0.14147
O 3.71737 1.87646 -0.01025
O 2.95535 0.83390 1.89025
O 5.06688 0.17518 0.93562
```

- HOMO level: -17.3 eV
- LUMO level: -15.48 eV
- Gap between HOMO and LUMO: 1.798 eV
- Total charge: +4

---

No. 6
Density functional theory data (ωB97M-V/def2-TZVPD) for a molecular structure, C27H48BrClF2KN5O9S3 in a non-equilibrium geometry.

Geometry as XYZ:
```
97
C27H48BrClF2KN5O9S3 (ωB97M-V/def2-TZVPD)
N 5.67304 1.53162 -2.14167
C 5.39813 2.97416 -2.46781
C 4.36595 3.04521 -3.70021
O 2.98147 2.82195 -3.33376
C 2.42006 3.94894 -2.61905
C 1.23796 3.37269 -1.65535
C -0.10565 2.98107 -2.46850
C -0.04810 1.64044 -3.38908
Cl 1.02062 0.27053 -2.75018
H 5.73543 1.39907 -1.12348
H 6.54583 1.23207 -2.59990
H 6.37328 3.49413 -2.83339
H 5.07297 3.54420 -1.53172
H 4.54301 4.00106 -4.31314
H 4.64762 2.16625 -4.40499
H 1.95885 4.74760 -3.30161
H 3.16750 4.48339 -1.92155
H 0.95017 4.26764 -0.96704
H 1.66175 2.49839 -0.93700
H -0.51127 3.84821 -3.12442
H -0.93689 2.79352 -1.67713
H 0.17155 1.87724 -4.49634
H -1.12327 1.20155 -3.38784
C -6.12661 -2.20843 1.91131
C -5.37312 -1.36198 2.93564
C -5.24459 0.12265 2.58696
N -4.02647 0.53978 1.74040
C -3.98719 -0.22138 0.42378
C -2.75872 0.11972 -0.40596
C -1.48193 -0.13390 0.38411
C -1.49144 0.63005 1.69764
C -2.73304 0.32464 2.52999
C -4.21932 2.03279 1.47419
H -5.50243 -2.50051 1.06701
H -6.46878 -3.13512 2.37902
H -7.00437 -1.68396 1.52539
H -4.41477 -1.82810 3.17350
H -5.96127 -1.40925 3.86036
H -5.16250 0.69831 3.51461
H -6.13672 0.46872 2.05494
H -3.93533 -1.28117 0.67079
H -4.91492 -0.00985 -0.11494
H -2.75518 -0.50253 -1.30624
H -2.79107 1.15736 -0.75337
H -0.60163 0.15944 -0.22527
H -1.38721 -1.20843 0.58677
H -1.41268 1.70329 1.50383
H -0.60234 0.36210 2.27442
H -2.77859 0.96042 3.41888
H -2.70665 -0.72008 2.84487
H -4.28096 2.54435 2.43696
H -5.14510 2.16185 0.91165
H -3.37936 2.42128 0.90305
N 0.03600 2.00656 -9.05502
S -0.24010 2.11512 -7.50601
O -1.05533 1.08296 -6.90647
O -0.37271 3.43987 -6.94471
F 1.20241 1.70629 -6.95659
S -1.25622 2.28410 -9.89627
O -1.14117 1.87999 -11.29223
O -1.94584 3.53492 -9.69693
F -2.30803 1.21629 -9.35495
K -2.04600 0.84409 -12.56679
Br 0.94954 1.42073 0.03610
O -3.58521 -4.73329 -13.96020
S -3.21814 -3.91612 -12.78988
O -4.14908 -2.77862 -12.67064
O -1.84337 -3.40946 -12.95565
O -3.29523 -4.74424 -11.57284
C 3.38055 -0.85481 1.30772
N 3.16325 -1.31302 2.69216
C 3.60588 -2.53748 3.06114
C 3.45394 -2.98016 4.36374
C 2.84313 -2.16013 5.32338
C 2.37693 -0.90744 4.89414
C 2.54494 -0.50635 3.58102
C 2.71312 -2.56651 6.72477
C 3.27061 -1.78506 7.75336
C 3.10530 -2.14267 9.07607
N 2.39818 -3.25261 9.40663
C 1.86613 -4.04600 8.43955
C 2.01401 -3.72425 7.10349
C 2.18392 -3.60123 10.82067
H 2.92208 -1.58009 0.63406
H 4.45871 -0.79282 1.14477
H 2.92434 0.12461 1.16830
H 4.08961 -3.14228 2.30216
H 3.83784 -3.96094 4.62943
H 1.87604 -0.23444 5.58388
H 2.19654 0.45985 3.23100
H 3.84141 -0.88981 7.52434
H 3.52351 -1.54966 9.88171
H 1.31661 -4.92302 8.76235
H 1.55833 -4.37014 6.35885
H 2.56921 -4.60884 10.98490
H 1.11008 -3.55412 11.01482
H 2.70855 -2.89275 11.46144
```

- HOMO level: -4.8 eV
- LUMO level: -4.06 eV
- Gap between HOMO and LUMO: 0.715 eV

---

Number 1: energy -1801.33763 Ha. Number 2: energy -680.70892 Ha. Number 3: energy -362.27033 Ha. Number 4: energy -3577.96416 Ha. Number 5: energy -2537.64557 Ha. Number 6: energy -7036.45404 Ha.